No. 1
A cluster of 13 separate species, C52H104O35 in total at a distorted geometry, computed with wB97M-V/def2-TZVPD.

Each line ends with the Mulliken charge.
CARTESIAN COORDINATES (ANGSTROEM)
C (-22.019, 6.093, -18.147)  0.0026
C (-22.068, 4.838, -17.315)  0.7218
O (-22.266, 5.287, -15.957)  0.8613
C (-22.308, 4.461, -14.930)  0.2055
O (-22.049, 3.292, -14.919)  -0.6311
O (-22.655, 5.156, -13.856)  0.6319
C (-22.734, 4.525, -12.588)  0.3077
H (-22.816, 6.772, -17.854)  0.0187
H (-22.094, 5.771, -19.190)  0.3534
H (-21.063, 6.607, -18.054)  -0.4554
H (-21.152, 4.235, -17.350)  -1.0071
H (-22.822, 4.112, -17.627)  -0.0708
H (-23.591, 4.930, -12.050)  -0.0686
H (-21.845, 4.713, -11.979)  0.0668
H (-22.848, 3.444, -12.638)  -0.3451
C (-24.804, -1.688, -17.103)  -1.1702
C (-25.227, -0.333, -16.548)  -0.1563
O (-24.456, -0.108, -15.367)  -0.2351
C (-24.952, 0.772, -14.490)  0.8156
O (-26.002, 1.328, -14.590)  -0.6358
O (-24.199, 0.856, -13.415)  -0.3877
C (-22.851, 0.384, -13.432)  -0.4081
H (-25.555, -2.118, -17.765)  0.3760
H (-24.530, -2.378, -16.308)  0.3382
H (-23.910, -1.559, -17.721)  0.2226
H (-26.286, -0.352, -16.288)  0.5215
H (-25.059, 0.450, -17.279)  -0.0044
H (-22.462, 0.552, -12.431)  0.2033
H (-22.215, 0.894, -14.150)  -0.0920
H (-22.827, -0.683, -13.655)  0.5502
C (-19.469, 5.832, -9.370)  -1.3380
C (-18.959, 5.513, -10.759)  0.2665
O (-19.490, 4.213, -11.071)  -0.2876
C (-19.123, 3.675, -12.226)  0.8740
O (-18.442, 4.219, -13.053)  -0.6539
O (-19.650, 2.460, -12.258)  -0.3957
C (-19.502, 1.676, -13.457)  -0.7158
H (-18.976, 6.697, -8.932)  0.4683
H (-19.222, 4.936, -8.785)  0.2395
H (-20.548, 5.927, -9.255)  0.2344
H (-17.870, 5.458, -10.762)  0.4877
H (-19.306, 6.215, -11.521)  -0.1045
H (-19.984, 2.081, -14.344)  0.1261
H (-19.940, 0.707, -13.253)  0.1833
H (-18.436, 1.531, -13.658)  0.5962
C (-23.108, 0.547, -22.679)  -1.3448
C (-23.316, 0.949, -21.232)  0.1695
O (-24.343, 1.968, -21.234)  -0.3932
C (-24.434, 2.733, -20.157)  0.4844
O (-23.834, 2.546, -19.132)  -0.2316
O (-25.321, 3.659, -20.426)  -0.3560
C (-25.818, 4.521, -19.386)  -0.5388
H (-23.186, 1.421, -23.321)  0.3199
H (-23.892, -0.144, -23.004)  0.3297
H (-22.170, 0.021, -22.843)  0.3823
H (-22.401, 1.402, -20.849)  0.1548
H (-23.654, 0.135, -20.599)  0.1899
H (-25.008, 4.998, -18.826)  0.0737
H (-26.450, 3.926, -18.732)  0.4282
H (-26.313, 5.369, -19.850)  0.3036
C (-19.613, 6.991, -14.355)  -0.2123
C (-19.000, 7.993, -15.323)  -0.7037
O (-19.930, 8.362, -16.340)  0.2265
C (-20.831, 9.309, -16.144)  0.4287
O (-20.926, 10.069, -15.225)  -0.6821
O (-21.603, 9.239, -17.226)  -0.0439
C (-22.741, 10.080, -17.304)  -0.7668
H (-20.258, 7.461, -13.611)  0.1940
H (-18.840, 6.391, -13.880)  0.5943
H (-20.274, 6.348, -14.943)  -0.5412
H (-18.220, 7.471, -15.869)  0.1061
H (-18.593, 8.876, -14.833)  0.3497
H (-22.558, 11.127, -17.071)  0.3646
H (-23.544, 9.732, -16.645)  0.0795
H (-23.161, 9.968, -18.304)  0.3786
C (-23.301, 2.030, -9.975)  -0.3643
C (-23.885, 2.644, -8.722)  -0.7075
O (-23.225, 3.868, -8.382)  -0.0964
C (-22.641, 3.937, -7.190)  0.6128
O (-22.731, 3.163, -6.293)  -0.5713
O (-21.960, 5.085, -7.147)  -0.1384
C (-21.190, 5.340, -5.978)  -0.8595
H (-23.706, 1.018, -10.025)  0.4149
H (-22.213, 2.030, -9.970)  0.2762
H (-23.658, 2.553, -10.859)  -0.2161
H (-23.821, 1.943, -7.895)  0.4534
H (-24.940, 2.864, -8.896)  0.2805
H (-20.350, 4.650, -5.880)  0.3276
H (-21.803, 5.421, -5.086)  0.3387
H (-20.692, 6.297, -6.153)  0.2614
C (-15.406, 8.088, -17.662)  -1.2731
C (-16.244, 7.439, -18.723)  -0.3511
O (-17.390, 6.817, -18.176)  0.1645
C (-17.327, 5.503, -17.936)  0.4718
O (-16.411, 4.764, -18.199)  -0.6362
O (-18.487, 5.158, -17.408)  -0.0372
C (-18.626, 3.769, -17.081)  -0.5269
H (-15.985, 8.828, -17.107)  0.2555
H (-14.541, 8.595, -18.092)  0.4561
H (-15.042, 7.352, -16.942)  0.2978
H (-15.657, 6.788, -19.376)  0.4668
H (-16.548, 8.188, -19.462)  0.2602
H (-17.708, 3.420, -16.621)  0.5823
H (-18.858, 3.219, -17.993)  0.3886
H (-19.452, 3.717, -16.383)  -0.5113
C (-23.299, 8.181, -13.777)  0.7631
C (-23.664, 9.627, -13.517)  -0.7547
O (-24.263, 10.168, -14.691)  0.0959
C (-24.540, 11.457, -14.668)  0.4544
O (-24.329, 12.208, -13.752)  -0.5956
O (-25.071, 11.790, -15.852)  -0.1758
C (-25.615, 13.104, -15.921)  -0.7827
H (-24.166, 7.581, -14.046)  -0.1469
H (-22.809, 7.811, -12.883)  0.1877
H (-22.643, 8.173, -14.650)  -0.9073
H (-22.745, 10.171, -13.288)  0.4709
H (-24.339, 9.691, -12.665)  0.2234
H (-25.866, 13.271, -16.962)  0.2160
H (-24.918, 13.856, -15.558)  0.3230
H (-26.511, 13.174, -15.301)  0.3024
C (-16.783, 0.070, -17.480)  -0.8853
C (-17.554, -1.224, -17.434)  -0.1800
O (-18.423, -1.215, -16.287)  -0.3869
C (-19.625, -0.673, -16.340)  0.6455
O (-20.343, -0.587, -15.389)  -0.4642
O (-19.920, -0.167, -17.532)  -0.4123
C (-21.046, 0.705, -17.535)  0.3557
H (-16.406, 0.282, -16.476)  0.2945
H (-17.442, 0.900, -17.740)  0.0848
H (-15.942, 0.105, -18.169)  0.4273
H (-16.900, -2.079, -17.302)  0.3134
H (-18.161, -1.338, -18.328)  0.2590
H (-21.116, 1.180, -18.507)  0.1586
H (-20.936, 1.526, -16.812)  -0.2071
H (-21.956, 0.188, -17.238)  0.0486
O (-25.925, 6.916, -16.702)  -0.4375
C (-27.002, 6.539, -16.323)  0.8059
O (-27.206, 5.680, -15.323)  -0.3833
C (-26.092, 4.991, -14.744)  0.9524
C (-26.440, 4.697, -13.290)  -1.0777
C (-28.296, 7.061, -16.894)  -1.4638
H (-25.148, 5.536, -14.750)  -0.2719
H (-25.903, 4.041, -15.257)  0.0679
H (-25.821, 3.884, -12.903)  0.0672
H (-27.459, 4.318, -13.196)  0.5056
H (-26.294, 5.602, -12.701)  0.1139
H (-28.785, 7.619, -16.096)  0.3666
H (-28.933, 6.222, -17.166)  0.4018
H (-28.046, 7.677, -17.748)  0.3287
O (-24.133, 7.549, -23.270)  -0.6285
C (-24.570, 7.528, -22.158)  0.1735
O (-25.824, 7.851, -21.848)  -0.3151
C (-26.674, 8.294, -22.902)  -0.2149
C (-27.083, 7.158, -23.810)  -1.1174
C (-23.773, 7.088, -20.960)  0.7753
H (-26.134, 9.054, -23.472)  0.3014
H (-27.551, 8.776, -22.481)  0.3482
H (-26.217, 6.705, -24.286)  0.2996
H (-27.850, 7.449, -24.522)  0.3848
H (-27.469, 6.341, -23.187)  0.2677
H (-24.218, 7.564, -20.083)  0.2592
H (-22.740, 7.375, -21.121)  -0.2951
H (-23.906, 6.017, -20.811)  -0.2501
O (-25.012, 7.440, -11.188)  -0.2759
C (-25.556, 8.017, -10.286)  0.5674
O (-26.116, 7.429, -9.233)  -0.3754
C (-25.844, 6.037, -8.935)  0.4155
C (-26.061, 5.933, -7.459)  -1.4298
C (-25.621, 9.517, -10.179)  -1.1567
H (-24.824, 5.777, -9.206)  -0.0333
H (-26.565, 5.464, -9.520)  0.2366
H (-25.260, 6.476, -6.944)  0.3163
H (-25.943, 4.921, -7.059)  0.3604
H (-27.011, 6.324, -7.104)  0.3794
H (-24.693, 9.959, -10.533)  0.3351
H (-25.710, 9.809, -9.134)  0.3833
H (-26.442, 9.908, -10.776)  0.2699
O (-18.608, 6.974, -21.289)  -0.6233
C (-19.562, 7.695, -21.199)  0.4733
O (-20.373, 7.988, -22.215)  -0.3300
C (-20.288, 7.165, -23.383)  -0.0698
C (-20.639, 7.968, -24.617)  -1.2966
C (-19.910, 8.461, -19.958)  0.4477
H (-20.991, 6.337, -23.279)  0.2178
H (-19.276, 6.777, -23.473)  0.3497
H (-21.386, 8.742, -24.435)  0.2707
H (-21.013, 7.300, -25.389)  0.3526
H (-19.768, 8.512, -24.989)  0.3882
H (-20.930, 8.230, -19.650)  -0.3494
H (-19.920, 9.532, -20.190)  0.5545
H (-19.190, 8.299, -19.167)  -0.3411

Computed properties:
- calculated total energy (eV) = -127276.45103
- energy relative to the best compared isomer or geometry (same formula, charge and spin) (eV) = 0.0000
- Kohn-Sham gap (eV) = 10.49

No. 2
The molecule C8H16O at a distorted geometry, computed with wB97M-V/def2-TZVPD.

Each line ends with the natural charge from an NBO analysis.
CARTESIAN COORDINATES (ANGSTROEM)
C (-0.500, -0.591, -0.057)  -0.0104
C (0.265, 1.030, 0.206)  -0.0655
C (-1.497, -0.815, 1.068)  -0.6391
C (-0.389, -1.819, -0.928)  -0.6191
C (1.919, -0.488, 1.429)  -0.6573
C (-1.343, 0.553, -1.171)  -0.5809
C (0.664, 2.265, -0.544)  -0.6453
C (1.253, -0.119, 0.099)  0.4109
O (1.966, -0.196, -0.950)  -0.7525
H (-0.015, 1.273, 1.230)  0.2202
H (-1.358, -2.168, -1.289)  0.2069
H (-1.757, 0.087, 1.618)  0.2125
H (-2.443, -1.216, 0.700)  0.2127
H (-1.060, -1.509, 1.788)  0.2200
H (0.262, -1.644, -1.780)  0.2586
H (0.050, -2.612, -0.317)  0.2216
H (2.622, 0.303, 1.690)  0.2252
H (2.495, -1.403, 1.293)  0.2255
H (1.233, -0.621, 2.268)  0.1989
H (1.040, 1.998, -1.530)  0.2523
H (-2.211, -0.088, -1.299)  0.2054
H (-0.765, 0.593, -2.087)  0.2336
H (-1.808, 1.486, -0.864)  0.2200
H (-0.136, 3.004, -0.572)  0.2039
H (1.512, 2.694, -0.001)  0.2416

Computed properties:
- calculated total energy (eV) = -10598.39726
- energy relative to the best compared isomer or geometry (same formula, charge and spin) (eV) = 4.5945
- Kohn-Sham gap (eV) = 8.42

No. 3
The molecule C4H8N4 at a distorted geometry, computed with wB97M-V/def2-TZVPD.

Each line ends with the natural charge from an NBO analysis.
CARTESIAN COORDINATES (ANGSTROEM)
C (-4.048, -0.011, -0.111)  -0.1633
N (-3.011, -0.717, 0.035)  -0.1918
N (-1.822, -0.047, 0.116)  -0.4329
C (-0.565, -0.661, 0.175)  0.0534
C (0.701, -0.148, 0.078)  -0.2536
N (1.764, -1.181, -0.091)  -0.1132
N (2.934, -0.890, -0.034)  -0.1520
C (3.510, 0.460, -0.014)  -0.5242
H (-3.861, 1.052, 0.075)  0.1450
H (-5.063, -0.495, -0.261)  0.2134
H (-1.894, 1.008, -0.171)  0.3582
H (-0.527, -1.749, 0.175)  0.2295
H (0.814, 0.907, -0.077)  0.1820
H (2.868, 1.215, -0.707)  0.2015
H (4.601, 0.253, -0.243)  0.2304
H (3.598, 1.002, 1.055)  0.2176

Computed properties:
- SMILES string = C=NN/C=C/N=N\C
- calculated total energy (eV) = -10233.26635
- energy relative to the best compared isomer or geometry (same formula, charge and spin) (eV) = 4.9758
- Kohn-Sham gap (eV) = 9.01